[1]
95
Properties=species:S:1:pos:R:3 method="wB97M-V/def2-TZVPD" lumo_energy_ev=-4.0 charge=+2 homo_energy_ev=-14.07 relative_energy_kj_mol=0.00 spin_multiplicity=1
B -4.85280 14.46682 -3.03674
H -5.61696 13.71134 -3.51198
H -4.81822 14.24235 -1.89325
H -3.86347 14.29523 -3.62958
H -5.21255 15.55142 -3.25530
C -1.93972 11.34358 -4.83186
C -2.91535 10.60796 -3.90091
C -4.33673 11.02303 -4.30854
N -5.50293 10.41195 -3.55663
C -5.34226 10.88720 -2.12450
C -6.58699 10.64004 -1.27978
C -7.83336 11.25800 -1.92217
C -8.00600 10.67922 -3.31850
C -6.76358 10.96490 -4.14469
C -5.55239 8.91260 -3.61915
H -1.99102 12.42490 -4.69516
H -2.22553 11.19727 -5.87574
H -0.96356 10.96922 -4.53431
H -2.75595 11.06182 -2.92031
H -2.72633 9.53887 -3.93289
H -4.47685 10.69291 -5.34391
H -4.45758 12.10439 -4.24971
H -5.16394 11.96592 -2.09666
H -4.41938 10.47078 -1.72523
H -6.41089 10.95125 -0.24906
H -6.71963 9.55869 -1.16354
H -7.72771 12.34032 -2.01934
H -8.65017 10.94682 -1.27161
H -8.85312 11.17100 -3.80103
H -8.28646 9.62718 -3.24562
H -6.63882 12.03737 -4.30325
H -6.78098 10.56791 -5.16334
H -4.52629 8.59506 -3.44539
H -5.85763 8.54643 -4.59455
H -6.18711 8.55956 -2.81684
C -7.42140 18.00853 -4.76480
C -6.58725 16.82730 -5.22213
C -6.79888 16.55226 -6.69904
N -6.26873 15.18844 -7.09483
C -6.46061 15.18168 -8.60415
C -5.75143 14.00408 -9.26377
C -4.26462 13.99028 -8.91302
C -4.09949 13.95888 -7.40329
C -4.79196 15.13445 -6.76000
C -7.03378 14.06968 -6.44647
H -8.46992 17.73982 -4.62123
H -7.41579 18.87816 -5.42826
H -7.14379 18.47030 -3.81451
H -6.71948 16.00093 -4.52396
H -5.54268 17.07564 -5.01175
H -6.34265 17.29864 -7.34283
H -7.87285 16.61021 -6.89254
H -6.09442 16.10612 -9.04512
H -7.53614 15.18454 -8.78418
H -5.78174 14.06618 -10.35316
H -6.18952 13.03015 -9.03900
H -3.68527 14.82093 -9.32725
H -3.79569 13.11457 -9.36644
H -3.07492 13.93170 -7.02912
H -4.52663 13.00784 -7.05907
H -4.34875 16.07652 -7.08697
H -4.72625 15.11200 -5.66996
H -6.73766 14.10442 -5.39819
H -6.87081 13.18055 -7.03846
H -8.08211 14.36991 -6.45509
C -8.79802 15.45852 -2.82678
C -8.07048 16.05781 -1.63318
C -7.49576 15.06114 -0.63256
N -6.81855 15.69929 0.55634
C -7.83923 16.60312 1.26752
C -7.28423 17.00546 2.61925
C -6.73197 15.88950 3.49128
C -5.70704 15.06784 2.73369
C -6.26730 14.56426 1.41204
C -5.66412 16.53206 0.05139
H -9.64861 14.95927 -2.34869
H -8.27725 14.72669 -3.44300
H -9.18400 16.25530 -3.45349
H -8.79965 16.69726 -1.13316
H -7.29650 16.76160 -1.95012
H -6.67757 14.45785 -1.04198
H -8.21238 14.28388 -0.35247
H -8.74346 16.00912 1.40318
H -7.99338 17.45408 0.61943
H -8.06099 17.51379 3.19809
H -6.54141 17.79625 2.45917
H -7.61294 15.27724 3.71652
H -6.29228 16.29516 4.39778
H -5.39803 14.26980 3.41133
H -4.80609 15.66461 2.57524
H -7.14872 13.96479 1.65078
H -5.57445 13.99740 0.79639
H -6.00824 17.51646 -0.24887
H -5.14537 15.95309 -0.70939
H -4.98319 16.71736 0.87815


[2]
20
Properties=species:S:1:pos:R:3 method="wB97M-V/def2-TZVPD" lumo_energy_ev="-0.8 / -0.8" charge=0 homo_energy_ev="-10.15 / -10.15" spin_multiplicity=1
C -0.44365 0.59431 -2.83015
C -0.46518 0.36176 1.43683
C 1.02038 -0.74787 -0.04856
C 0.59728 0.65339 2.23396
C 2.07962 -0.38995 0.78025
C -0.28218 -0.37012 0.25627
C 1.87808 0.29551 1.91958
C -1.67479 -0.13550 -2.36241
N 0.58267 0.96410 -3.12726
N -2.72138 -0.26877 -3.09553
O -3.69790 -0.97293 -2.72758
O -2.80208 -0.03075 -0.02553
O -1.89871 -2.17624 -0.78126
S -1.76537 -0.79880 -0.65038
Cl 3.19368 0.56858 2.98377
H -1.45783 0.73718 1.57446
H 1.37322 -1.43834 -0.95627
H 0.37458 1.35499 3.00160
H 3.13267 -0.76518 0.61120
H -2.58903 0.11077 -4.13471


[3]
21
Properties=species:S:1:pos:R:3 method="wB97M-V/def2-TZVPD" lumo_energy_ev="0.6 / -3.8" s2=2.042 charge=0 homo_energy_ev="-7.89 / -9.85" spin_multiplicity=3
C -1.53362 2.40457 -1.75574
C -0.28246 2.07786 -2.27642
C -2.03766 1.71179 -0.65699
C 0.46439 1.07986 -1.70357
C -1.31388 0.70016 -0.07653
C -0.03224 0.35505 -0.58354
C 1.51501 -2.54048 2.00191
C 0.73393 -0.64083 -0.00200
O -0.38843 -2.89210 0.18742
O -0.87438 -1.35846 2.04070
S 0.08038 -1.88522 1.11016
Br 1.89977 1.08760 2.49238
H -2.10954 3.20070 -2.20199
H 0.10087 2.61359 -3.13139
H -3.00494 1.97741 -0.25687
H 1.43590 0.82365 -2.09709
H -1.68745 0.16632 0.78244
H 1.27334 -2.52728 3.05637
H 1.68913 -3.55030 1.65276
H 2.36860 -1.90374 1.81061
H 1.70327 -0.90015 -0.39265


[4]
37
Properties=species:S:1:pos:R:3 method="wB97M-V/def2-TZVPD" lumo_energy_ev=-3.1 charge=+1 homo_energy_ev=-13.51 relative_energy_kj_mol=408.39 spin_multiplicity=1
O -0.34711 0.87746 0.62720
H 3.17404 -0.90166 2.98713
H -0.33298 -1.75931 -2.37738
O 1.32934 3.67400 1.15189
H 1.43086 4.28587 1.92866
H 0.51528 3.36796 1.55875
O -1.85887 0.16429 3.12189
H -2.71994 -0.59986 1.60043
O 1.10569 -4.02792 0.02776
H -1.49196 0.44216 3.91893
H 1.72449 -4.18126 0.65623
O -3.71201 1.38408 -0.36939
H -3.62841 2.20082 -0.87463
H -3.15509 0.72958 -0.90360
O 0.15362 -1.63419 0.91619
H 1.45383 1.68007 -1.88331
H -0.17554 -0.70626 0.41912
O 0.17572 -1.65016 -1.59626
H 1.11753 -1.49566 -1.83646
H -0.87189 0.84644 1.43993
O 0.11409 3.00416 -1.47843
H -0.90096 -1.55263 0.98739
H -0.19515 3.76351 -1.74935
O -2.36118 -1.27311 1.10792
H -1.18761 -0.66187 2.97602
H -2.69482 -2.11968 1.18547
O 3.67109 -0.37598 2.24570
H 2.98295 0.23999 1.93222
H 0.42744 -2.29499 0.10142
O 2.20788 1.18033 -2.16358
H 0.74431 -4.96273 -0.31674
H -0.63130 1.69609 0.09978
O 0.42134 -1.35771 -4.09689
H 0.60242 3.38511 -0.66172
H -0.14403 -1.53507 -4.79499
H 2.76274 0.57377 -1.63904
H 0.29417 -0.40562 -4.24827


E_tot (Eh)
-1255.67809 -1501.29904 -3432.80933 -917.51292